No. 1
{
  "formula": "C8H14N2O2S2",
  "method": "ωB97M-V/def2-TZVPD",
  "total_charge": 0,
  "molar_mass_g_mol": 234.3,
  "orbital_gap_ev": 9.49,
  "e_above_lowest_ev": 0.3229,
  "smiles": "O=C1CCSSCCC(=O)NCCN1",
  "symbols": ["S", "C", "N", "H", "H", "O", "C", "C", "C", "C", "H", "C", "S", "C", "N", "H", "H", "H", "O", "C", "H", "H", "H", "H", "H", "H", "H", "H"],
  "positions_angstrom": [[-1.955, -1.118, 1.272], [1.103, 0.644, -1.573], [0.283, -0.349, -2.188], [1.610, 1.257, -2.301], [0.025, 1.457, 0.913], [-1.260, -1.845, -2.544], [-1.011, -0.797, -1.980], [1.220, 0.410, 2.422], [2.109, 0.122, -0.540], [1.261, -0.886, 1.692], [1.645, -1.857, 0.054], [-2.872, -0.597, -0.215], [-1.690, 0.571, 2.423], [0.005, 1.270, 1.993], [1.717, -0.923, 0.393], [2.508, 1.055, -0.014], [-3.713, 0.047, 0.068], [2.131, 0.907, 2.065], [0.937, -1.932, 2.235], [-1.995, 0.090, -1.278], [-3.268, -1.513, -0.681], [0.406, 1.399, -1.120], [-1.474, 0.983, -0.922], [2.926, -0.371, -1.076], [-2.584, 0.490, -2.184], [0.754, -0.938, -2.895], [-0.032, 2.258, 2.517], [1.210, 0.165, 3.466]]
}

No. 2
{
  "formula": "C8H14N2O3",
  "method": "ωB97M-V/def2-TZVPD",
  "total_charge": 0,
  "molar_mass_g_mol": 186.2,
  "orbital_gap_ev": 10.07,
  "e_above_lowest_ev": 1.4174,
  "smiles": "CCN1CCC[C@](N)(C(=O)O)C1=O",
  "symbols": ["H", "N", "N", "H", "O", "C", "H", "H", "C", "C", "H", "H", "H", "O", "C", "O", "C", "C", "H", "H", "H", "C", "H", "H", "C", "H", "H"],
  "positions_angstrom": [[2.256, -2.540, 1.189], [0.954, -0.313, -0.064], [-2.445, 0.170, -1.481], [-2.063, 0.794, -2.146], [-1.507, -0.663, 1.811], [-2.139, -0.538, 0.792], [2.046, 1.207, 0.888], [1.874, -1.768, -1.107], [-1.535, 0.251, -0.340], [2.891, -1.687, 0.782], [0.481, 2.011, -1.030], [0.336, 2.924, 0.615], [0.626, 0.734, 1.749], [-0.316, -1.527, -1.562], [-0.228, -0.666, -0.694], [-3.277, -1.106, 0.610], [-1.334, 1.734, 0.135], [0.173, 1.994, 0.046], [-1.779, 1.750, 1.124], [-1.946, 2.476, -0.542], [-3.683, -0.835, -0.318], [1.028, 0.935, 0.769], [3.104, -0.852, 1.489], [2.916, -0.328, -0.779], [2.200, -1.008, -0.397], [-2.491, -0.833, -2.043], [3.858, -2.317, 0.506]]
}

No. 3
{
  "formula": "C8H14N2O3PS",
  "method": "ωB97M-V/def2-TZVPD",
  "total_charge": 1,
  "molar_mass_g_mol": 249.3,
  "orbital_gap_ev": 8.71,
  "smiles": "NCC[N@+](O)(c1ccccc1)P(O)(O)=S",
  "symbols": ["C", "C", "H", "H", "H", "H", "P", "O", "O", "H", "H", "S", "H", "C", "C", "H", "H", "C", "C", "H", "H", "C", "N", "H", "H", "C", "O", "N", "H"],
  "positions_angstrom": [[1.576, -0.336, 0.415], [-0.715, -2.567, -0.498], [-1.430, 1.772, 2.004], [-1.607, -3.006, -1.053], [-2.383, -1.472, 0.488], [0.176, 2.733, -1.147], [-2.156, 1.369, -0.006], [-1.594, 2.410, 1.254], [-1.119, -0.191, -1.744], [3.892, -0.509, 0.999], [-0.215, -0.230, -2.146], [-2.608, 2.378, -1.629], [4.558, 1.990, 0.278], [0.888, 1.985, -0.670], [0.439, 0.544, -0.211], [-0.246, -3.287, 1.438], [-0.811, -1.225, 1.391], [3.483, 1.599, 0.141], [-1.259, -1.259, 0.323], [-4.297, 1.530, 0.519], [0.742, -3.843, 0.260], [3.052, 0.150, 0.571], [-0.990, 0.049, -0.382], [0.193, -2.337, -1.148], [1.379, -1.411, 0.786], [2.365, 2.487, -0.473], [-3.666, 0.761, 0.571], [-0.259, -3.647, 0.473], [2.613, 3.563, -0.801]]
}

No. 4
{
  "formula": "C8H14N2O4S",
  "method": "ωB97M-V/def2-TZVPD",
  "total_charge": 0,
  "molar_mass_g_mol": 234.3,
  "orbital_gap_ev": 9.70,
  "e_above_lowest_ev": 0.7712,
  "smiles": "Cc1c(CCO)c(=O)n(C)n1S(C)(=O)=O",
  "symbols": ["C", "S", "H", "H", "C", "H", "H", "C", "H", "C", "H", "H", "O", "O", "H", "H", "O", "H", "C", "H", "C", "C", "H", "H", "N", "N", "H", "O", "C"],
  "positions_angstrom": [[-0.036, 1.508, -1.971], [2.555, 0.500, 0.266], [-2.780, 2.417, 0.801], [2.027, -3.408, 0.535], [-2.313, 0.416, 0.883], [0.915, 2.088, -2.324], [0.703, 1.343, 1.628], [2.203, -2.863, -0.377], [3.180, -2.563, -0.459], [-1.946, -0.357, -0.441], [-1.785, 0.221, 1.742], [-0.666, 1.163, -2.871], [3.680, -0.324, 0.530], [-0.513, -2.691, 0.429], [-0.582, 2.093, -1.319], [-3.375, 0.257, 1.088], [-1.975, 1.876, 0.716], [-2.411, 0.050, -1.317], [-0.506, -0.515, -0.542], [1.997, 0.531, 2.655], [0.410, 0.199, -1.234], [0.034, -1.755, -0.088], [1.921, -3.447, -1.264], [0.931, -0.567, 1.739], [1.313, -1.744, -0.379], [1.708, -0.282, -1.087], [-2.362, -1.366, -0.157], [2.769, 1.843, -0.195], [1.421, 0.413, 1.738]]
}

No. 5
{
  "formula": "C8H14N3",
  "method": "ωB97M-V/def2-TZVPD",
  "total_charge": 1,
  "molar_mass_g_mol": 152.2,
  "orbital_gap_ev": 8.33,
  "e_above_lowest_ev": 5.4297,
  "symbols": ["N", "C", "H", "C", "C", "H", "H", "H", "N", "H", "H", "C", "H", "C", "H", "N", "H", "H", "H", "H", "H", "C", "H", "C", "C"],
  "positions_angstrom": [[0.952, -1.179, -0.308], [2.187, -0.706, 0.276], [-0.530, 1.185, 1.500], [0.948, 1.087, -1.529], [-0.325, 1.189, 0.495], [-3.553, -0.791, 0.407], [2.982, 1.329, 0.306], [-1.595, -2.615, 0.209], [0.851, 1.176, -0.217], [-2.143, -0.474, 1.564], [1.947, 0.997, -1.831], [-2.578, -0.513, 0.513], [-0.110, -0.967, 1.537], [-0.167, -1.089, 0.414], [0.021, 1.200, -2.030], [-2.523, 0.703, -0.218], [-1.714, 2.327, -0.923], [2.890, -0.846, -0.574], [0.818, -1.196, -1.310], [2.485, -1.198, 1.233], [-1.634, -1.364, -1.273], [-1.506, 1.414, -0.332], [1.835, 1.012, 1.704], [1.975, 0.798, 0.579], [-1.511, -1.479, -0.191]]
}

No. 6
{
  "formula": "C8H14N3O",
  "method": "ωB97M-V/def2-TZVPD",
  "total_charge": 1,
  "molar_mass_g_mol": 168.2,
  "orbital_gap_ev": 10.08,
  "e_above_lowest_ev": 5.6014,
  "symbols": ["H", "N", "H", "C", "H", "H", "H", "H", "O", "N", "H", "N", "H", "H", "C", "H", "H", "C", "C", "H", "C", "H", "C", "H", "C", "C"],
  "positions_angstrom": [[1.865, 2.562, -0.210], [-0.046, 0.211, 0.059], [-0.210, -3.045, -0.257], [-3.193, -1.549, 0.188], [3.182, -0.049, 1.188], [1.297, 0.713, -2.046], [-3.712, -0.624, 0.219], [1.793, -0.175, 2.193], [-1.796, 2.571, -0.130], [-2.089, 0.837, -1.634], [0.331, 2.355, 0.114], [1.309, 0.571, 0.195], [-3.715, -2.360, 0.461], [1.925, -1.246, 0.904], [-0.649, -2.336, 0.446], [-2.908, 0.367, -1.949], [1.942, -0.698, -1.363], [-0.622, -0.877, 0.193], [1.882, 0.400, -1.143], [1.646, 2.242, 1.457], [1.283, 2.016, 0.441], [2.864, 0.748, -1.267], [2.098, -0.281, 1.175], [-0.556, -2.424, 1.508], [-1.900, -1.584, 0.039], [-2.021, 1.653, -0.780]]
}

What is the formula in the second record? C8H14N2O3